Entry 1:
ORCA calculation (wB97M-V/def2-TZVPD) on a structure of composition C18H12N4O6PdS.

Last column: Mulliken charge in e.
Positions of all 42 atoms, in Å:
Pd (0.49105, -0.32415, 0.10231)  -0.89
O (-3.20807, -1.27964, 1.89448)  -0.68
C (-2.20982, -1.18883, 1.21218)  0.11
N (-1.47206, -0.05097, 0.97294)  0.26
C (-1.71912, 1.15945, 1.49486)  0.66
C (-2.69946, 1.48891, 2.46937)  -0.76
C (-2.82618, 2.78646, 2.85948)  -0.56
C (-2.01316, 3.81624, 2.30796)  -0.55
C (-1.06765, 3.55122, 1.36543)  -0.77
C (-0.88818, 2.20956, 0.93478)  0.61
N (-0.03102, 1.77484, -0.00278)  0.24
C (0.77502, 2.57204, -0.78129)  0.18
O (0.83119, 3.78306, -0.77154)  -0.68
C (1.59261, 1.77766, -1.76519)  0.64
C (2.52867, 2.41522, -2.55498)  -0.55
C (3.26586, 1.64979, -3.44056)  -0.31
C (3.04012, 0.28507, -3.50747)  -0.84
C (2.08654, -0.27170, -2.67510)  0.27
N (1.36298, 0.46426, -1.83227)  0.08
C (-1.68341, -2.39307, 0.47138)  0.60
C (-2.25462, -3.63129, 0.68853)  -0.54
C (-1.73364, -4.72153, 0.01263)  -0.32
C (-0.66860, -4.53462, -0.85219)  -0.85
C (-0.15762, -3.25910, -1.00994)  0.24
N (-0.66665, -2.20738, -0.37338)  0.13
H (-3.31318, 0.70872, 2.88514)  0.51
H (-3.55800, 3.04248, 3.61458)  0.40
H (-2.14457, 4.83372, 2.65273)  0.40
H (-0.44757, 4.32622, 0.94920)  0.52
H (2.66153, 3.48210, -2.44734)  0.45
H (4.01921, 2.11141, -4.06549)  0.43
H (3.60376, -0.34898, -4.17720)  0.42
H (1.90480, -1.33721, -2.66857)  0.18
H (-3.07542, -3.71108, 1.38632)  0.45
H (-2.14569, -5.70975, 0.16898)  0.43
H (-0.22241, -5.36035, -1.38780)  0.41
H (0.69616, -3.07285, -1.64663)  0.26
O (0.97107, -1.38197, 2.06622)  -0.40
S (2.34978, -0.99662, 1.57071)  1.26
O (2.22399, 0.49505, 1.32787)  -0.40
O (2.36610, -1.56064, 0.15659)  -0.41
O (3.43567, -1.39175, 2.39504)  -0.60

Force components x, y, z for each atom (eV/Å):
-0.32 0.16 -0.22
-0.03 0.01 0.04
0.04 0.12 -0.05
-0.13 -0.35 0.18
-0.09 0.10 0.01
0.14 -0.09 -0.15
0.04 0.22 0.01
-0.15 -0.06 0.13
0.06 -0.18 -0.08
-0.07 0.10 -0.01
0.23 0.17 -0.01
-0.13 -0.02 0.01
0.02 0.05 0.02
-0.17 -0.04 0.09
0.01 0.00 -0.04
0.09 0.06 -0.08
0.00 -0.02 0.00
-0.13 0.03 0.04
0.33 -0.09 0.03
-0.01 0.19 -0.01
0.01 -0.05 -0.02
-0.04 -0.07 0.02
0.00 -0.02 -0.01
-0.01 0.09 -0.02
0.15 -0.16 0.04
0.00 -0.02 0.00
0.00 0.02 -0.01
-0.02 -0.02 0.02
0.00 0.00 -0.01
0.00 -0.01 0.00
-0.01 -0.01 0.00
0.00 0.01 0.01
-0.01 -0.01 0.03
0.00 0.00 -0.01
0.00 0.01 -0.01
-0.01 0.00 0.01
0.02 0.01 0.01
0.23 0.00 0.02
-0.24 0.15 -0.17
0.13 -0.18 0.02
0.03 -0.05 0.15
0.04 -0.04 0.03

Its HOMO energy (spin up / spin down) is -8.3 / -9.1 eV. The value obtained for the largest force on an atom is 0.0082 Eh/bohr. The total energy is -51418.7815 eV. The expectation value of S² is 6.03. The energy above the lowest of the compared OMol25 structures with the same formula, charge and spin comes out at 0.0 kJ/mol. As for the orbital gap (spin up / spin down): 7.8 / 6.5 eV. Its spin multiplicity is 5.

---

Entry 2:
ORCA calculation (wB97M-V/def2-TZVPD) on a structure of composition C18H13Cl2CoN2O4S at a distorted geometry.

Last column: Mulliken charge in e.
Positions of all 41 atoms, in Å:
Co (-0.40335, -0.00776, -1.25227)  0.21
Cl (-0.20167, 4.81201, -1.66571)  -0.23
C (1.07471, 3.65948, -1.52311)  0.33
C (2.39078, 4.09423, -1.36548)  -0.79
C (3.43043, 3.19445, -1.28196)  0.73
Cl (5.04901, 3.79957, -1.05504)  -0.30
C (3.21737, 1.80417, -1.36689)  0.02
C (4.19986, 0.80259, -1.37700)  -0.73
C (3.78784, -0.50539, -1.53598)  -0.78
C (2.44155, -0.82455, -1.61358)  -0.21
N (1.47972, 0.08831, -1.53604)  0.08
C (1.86890, 1.39235, -1.47178)  0.38
C (0.77314, 2.29679, -1.55690)  0.47
O (-0.39765, 1.78217, -1.68963)  -0.71
H (2.60143, 5.15293, -1.31261)  0.43
H (5.24900, 1.04826, -1.30051)  0.41
H (4.52121, -1.29838, -1.59910)  0.37
H (2.11575, -1.84469, -1.75516)  0.50
O (-4.40280, 0.13068, -0.97348)  -0.75
C (-3.27466, 0.06081, -0.48780)  0.32
O (-2.22646, -0.11747, -1.19733)  -0.32
C (-3.15377, 0.08724, 1.03715)  0.02
C (-4.37298, -0.06884, 1.70528)  -0.66
C (-4.46618, -0.13176, 3.08141)  -0.51
C (-3.30544, -0.01950, 3.83741)  -0.42
C (-2.09230, 0.16025, 3.20695)  -0.76
C (-1.97874, 0.21800, 1.80482)  0.80
S (-0.35639, 0.52644, 1.20842)  -0.50
H (-5.25674, -0.13556, 1.08584)  0.44
H (-5.42724, -0.26648, 3.56371)  0.35
H (-3.34959, -0.06498, 4.92058)  0.34
H (-1.18551, 0.26970, 3.78828)  0.37
C (0.03846, -4.27775, -0.59751)  -1.30
C (0.07541, -2.80435, -0.27091)  0.85
N (0.59934, -2.45571, 0.90234)  -0.15
O (-0.38206, -1.99904, -1.08816)  -0.45
H (0.62269, -4.86438, 0.10957)  0.41
H (0.41477, -4.43511, -1.60663)  0.29
H (-0.99952, -4.60882, -0.56893)  0.31
H (0.88423, -3.15482, 1.56278)  0.25
H (0.39746, -1.49510, 1.23501)  -0.11

Force components x, y, z for each atom (eV/Å):
-0.28 -1.27 1.16
-0.06 0.06 0.00
0.09 -0.18 0.02
0.26 -0.34 0.00
-0.07 0.34 0.01
0.19 0.03 -0.02
-0.34 0.26 0.01
-0.28 -0.68 -0.14
0.92 0.49 0.07
-1.12 0.07 0.02
1.48 0.07 -0.14
0.35 -0.17 0.07
-0.82 0.12 -0.11
0.13 1.43 -0.33
-0.03 0.03 0.01
0.01 0.07 0.03
-0.03 -0.03 0.02
-0.02 -0.07 0.12
0.07 0.02 0.06
0.08 -0.02 0.03
-0.80 0.07 -0.42
-0.04 0.00 0.10
0.01 -0.02 0.01
-0.03 -0.01 0.04
0.01 0.00 0.07
-0.13 -0.05 -0.05
-0.06 0.02 -0.06
0.45 -0.06 -0.27
0.01 -0.03 -0.02
-0.01 0.01 -0.02
0.01 0.01 0.00
0.01 0.01 0.00
0.05 0.05 -0.03
-0.15 -0.23 0.03
-0.06 0.18 0.07
0.24 -0.33 -0.23
-0.01 -0.04 -0.01
-0.02 0.00 -0.01
0.00 0.02 -0.01
-0.07 -0.10 -0.04
0.08 0.28 -0.03

Its HOMO energy (spin up / spin down) is -4.0 / -4.1 eV. The value obtained for the largest force on an atom is 0.0340 Eh/bohr. The total energy is -103559.1349 eV. Its total charge is -1. The expectation value of S² is 0.76. The energy above the lowest of the compared OMol25 structures with the same formula, charge and spin comes out at 0.0 kJ/mol. As for the orbital gap (spin up / spin down): 6.2 / 6.3 eV. Its spin multiplicity is 2.

---

Entry 3:
ORCA calculation (wB97M-V/def2-TZVPD) on a structure of composition C18H13HgN3O2 at a distorted geometry.

Last column: Mulliken charge in e.
Positions of all 37 atoms, in Å:
Hg (1.18774, -1.23389, 1.69813)  0.64
C (-3.02357, 2.59413, -1.30773)  -0.17
C (-1.82757, 2.70101, -2.01057)  -0.76
C (-0.65509, 2.18147, -1.44375)  -0.07
C (-0.61428, 1.54790, -0.22833)  -0.38
C (-1.85613, 1.37483, 0.40595)  -0.01
C (-3.00664, 1.98169, -0.08640)  -0.53
N (0.49754, 0.91519, 0.32009)  -0.10
N (1.61141, 1.39708, -0.20715)  -0.44
C (2.76858, 0.89905, 0.24844)  0.22
C (3.94405, 1.57286, -0.10095)  -0.31
C (5.17173, 1.26900, 0.35709)  -0.45
C (5.30756, 0.21232, 1.19731)  -0.48
C (4.16852, -0.43791, 1.63468)  -0.16
C (2.91459, -0.18039, 1.18161)  -0.06
H (-3.99553, 3.05158, -1.61861)  0.30
H (-1.66387, 3.25008, -2.90773)  0.40
H (0.20149, 2.30264, -2.02467)  0.46
H (-1.85088, 0.89601, 1.39379)  0.35
H (-4.01963, 1.94297, 0.58066)  0.13
H (3.78605, 2.43766, -0.77998)  0.28
H (6.01293, 1.83931, -0.01156)  0.33
H (6.28032, 0.03064, 1.70282)  0.27
H (4.40901, -1.30521, 2.21121)  0.32
O (-2.03935, -3.58968, 2.87618)  -0.68
C (-1.19023, -3.00334, 2.21590)  0.57
O (-0.04254, -2.67701, 2.72212)  -0.77
C (-1.66440, -2.60506, 0.72736)  0.18
C (-2.92092, -2.89948, 0.30091)  -0.26
C (-3.23396, -2.50453, -1.01195)  -0.38
C (-2.30221, -1.82063, -1.77368)  -0.50
C (-1.06194, -1.54068, -1.19454)  -0.24
N (-0.73547, -1.95248, -0.01414)  -0.26
H (-3.50039, -3.45629, 1.03562)  0.50
H (-4.20427, -2.74897, -1.44536)  0.37
H (-2.49592, -1.53011, -2.83617)  0.34
H (-0.35672, -0.91178, -1.80662)  0.35

Force components x, y, z for each atom (eV/Å):
0.51 -0.01 -0.12
-1.25 1.33 -1.06
0.64 -0.50 1.44
-1.32 0.96 -1.21
-0.58 -1.74 0.83
-0.14 0.50 1.06
-2.09 -1.26 2.65
0.12 0.68 -0.10
-0.86 0.39 -0.59
0.54 -0.89 1.56
-1.58 1.83 -1.83
0.98 0.57 -0.83
1.48 -0.14 1.75
1.18 -1.31 0.01
-1.41 0.47 -0.75
1.10 -0.35 -0.09
-0.51 0.25 -0.75
1.53 0.07 -0.55
-0.11 0.08 -0.44
2.57 -0.01 -1.76
0.21 -0.61 0.42
0.19 0.07 0.17
-0.70 -0.22 -0.59
-0.42 -0.43 0.80
-0.02 -0.16 -0.39
-1.13 0.04 0.13
-0.37 0.58 -1.53
2.88 0.41 1.48
-0.06 -0.06 -0.34
-0.48 -0.34 0.04
-0.31 -0.05 -0.60
0.08 1.13 -2.41
-0.11 -0.55 1.80
-0.41 0.20 -0.54
0.17 0.07 0.15
0.07 -0.18 1.21
-0.39 -0.80 0.98

Its HOMO energy (spin up / spin down) is -2.6 / -4.6 eV. The value obtained for the largest force on an atom is 0.0700 Eh/bohr. The total energy is -31616.5762 eV. Its total charge is -1. The expectation value of S² is 0.77. As for the orbital gap (spin up / spin down): 5.6 / 7.6 eV. Its spin multiplicity is 2.

---

Entry 4:
ORCA calculation (wB97M-V/def2-TZVPD) on a structure of composition C18H14BaF5IN2 at a distorted geometry.

Last column: Mulliken charge in e.
Positions of all 41 atoms, in Å:
C (1.50258, 2.04227, 2.93526)  -1.17
C (1.51839, -1.93873, 3.02643)  -0.91
H (2.51957, 1.95499, 2.52432)  0.44
H (1.17349, 1.25335, 3.62179)  0.42
H (0.73683, 2.54632, 2.32905)  0.33
H (1.64095, -2.62298, 2.17892)  0.38
H (2.34471, -1.25446, 3.27262)  0.46
H (0.49928, -1.64244, 3.31643)  0.20
C (1.31351, 2.67518, -0.98900)  -0.26
C (1.42536, 3.52573, -2.10846)  -0.68
C (1.34805, 2.93610, -3.36622)  -0.56
C (1.18214, 1.55409, -3.42712)  -0.49
H (1.42104, 3.09556, 0.01021)  0.37
H (1.57334, 4.58220, -1.96843)  0.42
H (1.40777, 3.54900, -4.24175)  0.45
H (1.13683, 1.06537, -4.39285)  0.32
N (1.09991, 1.35903, -1.05646)  0.14
C (1.06964, 0.74875, -2.27668)  0.05
C (0.93608, -0.78612, -2.27090)  0.43
N (0.97484, -1.39205, -1.05179)  0.08
C (0.85420, -2.72285, -0.96791)  0.01
C (0.65124, -2.98764, -3.33537)  -0.54
C (0.68887, -3.57277, -2.07929)  -0.70
H (0.88553, -3.14439, 0.03940)  0.17
H (0.60775, -4.63649, -1.93223)  0.41
C (0.77314, -1.59785, -3.41547)  -0.50
H (0.74006, -1.11639, -4.37747)  0.34
H (0.53182, -3.60243, -4.20428)  0.45
Ba (0.77702, -0.00972, 1.14706)  1.26
I (4.22960, -0.14489, 0.41667)  -0.58
F (-1.43104, -0.83596, 4.00496)  -0.33
C (-2.29409, -0.43726, 3.00478)  0.06
C (-1.87984, -0.00505, 1.78629)  -0.71
C (-2.66758, 0.45500, 0.78052)  0.55
F (-2.14973, 0.87016, -0.43020)  -0.23
C (-4.05691, 0.49475, 1.00637)  0.22
F (-4.88596, 0.94594, 0.04645)  -0.32
C (-4.52934, 0.03853, 2.25090)  0.29
F (-5.85623, 0.05759, 2.48474)  -0.31
C (-3.67708, -0.43495, 3.25676)  0.34
F (-4.13572, -0.86449, 4.45192)  -0.31

Force components x, y, z for each atom (eV/Å):
0.14 -0.74 -0.57
-0.10 0.80 -0.37
-0.28 0.37 0.42
0.10 0.63 0.19
0.30 0.14 0.59
0.16 -0.03 0.62
-0.15 -0.70 0.17
0.49 -0.57 0.32
-0.05 0.21 -0.67
-0.07 -1.17 0.40
-0.16 -0.35 1.30
-0.11 -1.07 -0.07
-0.13 -0.08 -0.10
0.04 0.14 0.00
0.05 0.02 -0.45
0.04 0.09 -0.02
0.35 0.03 -1.49
0.03 0.65 0.34
-0.11 -0.63 0.15
-0.22 -0.27 -1.37
-0.06 0.04 -0.70
0.15 0.68 1.01
0.21 0.89 0.63
0.01 0.08 -0.24
-0.03 -0.11 -0.01
0.13 0.80 0.29
-0.02 0.02 -0.23
-0.04 -0.02 -0.41
0.31 0.14 -0.14
-0.43 0.02 0.24
-0.27 0.12 -0.50
-2.18 0.55 -0.70
2.11 -0.06 -0.18
-1.80 -0.43 1.35
-0.14 -0.17 0.50
1.11 -0.05 -0.31
-0.21 -0.16 0.50
-0.18 0.04 -0.13
0.25 0.00 -0.06
1.14 -0.10 0.26
-0.38 0.24 -0.55

Its HOMO energy (spin up / spin down) is -7.5 / -7.6 eV. The value obtained for the largest force on an atom is 0.0458 Eh/bohr. The total energy is -44248.3819 eV. The energy above the lowest of the compared OMol25 structures with the same formula, charge and spin comes out at 2.1 kJ/mol. As for the orbital gap (spin up / spin down): 3.6 / 3.6 eV.